[1]
Here is a structure of composition C9H36AlN18O13P from the Open Molecules 2025 dataset. Energies are from ωB97M-V/def2-TZVPD.

The geometry in XYZ format:
```
78
Properties=species:S:1:pos:R:3:forces:R:3
Al 1.67891 -0.08663 2.66447 -1.432 -0.677 -1.221
P 0.38391 0.23715 -0.09058 1.248 -0.300 1.099
O -0.56152 -0.15996 1.07037 0.454 0.469 0.080
O -0.33779 0.24025 -1.43703 1.055 0.213 0.962
O 1.52838 -0.82446 -0.00376 -0.149 0.028 0.265
O 1.13014 1.51973 0.26222 -0.863 0.215 -0.066
C 1.59036 -3.92676 2.05076 0.462 0.395 -0.474
O 2.03745 -3.05368 2.79831 0.084 0.549 0.283
N 1.76131 -5.25168 2.31652 -0.185 0.337 0.077
N 0.98532 -3.61851 0.88419 -0.410 -0.494 -0.225
H 2.37349 -5.48675 3.07478 -0.145 -0.136 0.087
H 1.28706 -5.95668 1.78558 0.152 -0.137 0.032
H 0.95233 -2.66532 0.55625 0.056 0.151 0.307
H 0.68492 -4.33910 0.25220 0.048 -0.011 0.019
C 1.45607 3.88887 2.74441 -0.050 0.594 0.976
O 2.04476 2.88613 3.14587 -0.286 -1.003 -0.094
N 1.09190 4.10902 1.45839 0.268 -0.270 0.042
N 1.08914 4.90045 3.61072 0.143 -0.931 -1.562
H 0.96906 5.04022 1.10808 -0.178 -0.041 -0.054
H 1.16518 3.31992 0.83524 0.096 0.060 -0.052
H 1.43308 4.85681 4.55082 0.152 0.413 0.002
H 0.88583 5.72973 3.08149 -0.151 0.619 1.055
C 4.14960 2.08119 -1.27065 -0.384 0.330 0.778
O 5.32036 2.38344 -1.30477 -0.020 -0.187 -0.533
N 3.15145 2.88774 -0.77680 -0.099 -0.304 -0.288
N 3.60291 0.88316 -1.64893 0.774 -1.519 -1.271
H 2.33898 2.35067 -0.42623 0.272 0.956 -0.051
H 3.40979 3.82087 -0.50698 -0.035 -0.115 0.324
H 2.68342 0.51643 -1.48762 -0.118 0.495 0.738
H 4.12845 0.21530 -2.19494 0.517 0.265 0.286
C -4.25009 0.01193 2.02891 -1.989 0.048 -0.150
O -5.14726 0.29763 2.81055 0.772 0.032 0.317
N -4.43973 -0.96853 1.09363 1.238 -0.243 -0.879
N -3.08335 0.70087 1.88806 0.718 -0.059 0.050
H -5.19807 -1.62071 1.05990 -0.324 0.326 0.457
H -3.76434 -1.06048 0.35146 -0.042 -0.163 0.023
H -2.83548 1.38853 2.57994 -0.367 -0.013 0.108
H -2.27829 0.26557 1.44104 -0.293 0.166 0.272
C 0.39176 2.46417 -3.93317 0.758 1.595 -1.060
O 0.88199 3.32635 -4.64689 -0.101 0.012 0.370
N -0.94589 2.34863 -3.70113 0.915 -1.081 0.286
N 1.18979 1.47815 -3.37401 -1.327 -0.789 0.253
H -1.55445 3.09286 -3.98648 -0.016 0.032 0.055
H -1.13256 1.76782 -2.89777 -0.832 0.377 0.066
H 0.61183 0.68719 -3.11703 0.538 -0.004 0.325
H 2.04445 1.60443 -2.83969 -0.126 0.550 -0.716
C -1.24501 -2.35474 3.83431 0.999 -0.987 -2.199
O -0.39817 -1.56053 4.23696 0.260 0.623 0.476
N -1.49759 -3.56081 4.42514 -0.075 0.494 0.511
N -1.79712 -2.23937 2.59272 -0.543 0.237 0.456
H -0.77665 -3.95099 5.00238 -0.229 0.039 0.310
H -2.31632 -4.08128 4.17683 0.103 -0.213 0.025
H -1.52451 -1.48400 1.98622 0.145 0.100 0.171
H -2.27417 -3.00648 2.15554 0.015 -0.063 0.056
C -2.43487 -2.27783 -1.86870 -0.257 -0.030 -1.575
O -3.20895 -3.16221 -2.18221 0.333 -0.022 0.434
N -1.37241 -2.44164 -0.97659 0.825 -0.403 1.263
N -2.43652 -1.03112 -2.41762 0.310 -0.199 1.283
H -0.70530 -3.14848 -1.25470 -0.517 -0.371 -0.094
H -0.82604 -1.62345 -0.69589 -0.912 -0.538 -0.571
H -1.64853 -0.49072 -2.02829 -0.876 0.428 -1.290
H -3.04699 -0.81695 -3.18406 -0.030 0.164 0.090
C 2.55119 -2.40222 -3.00757 0.421 0.141 -0.096
O 3.11535 -2.97634 -3.92265 -0.535 0.170 -0.062
N 1.44670 -1.59113 -3.12628 -0.021 -0.189 -0.151
N 3.01772 -2.46241 -1.72863 0.255 -0.378 0.639
H 1.15954 -1.02620 -2.33555 -0.025 -0.318 -0.371
H 1.21202 -1.28970 -4.05644 -0.026 -0.010 0.011
H 2.49070 -2.08819 -0.94820 0.224 -0.033 -0.272
H 3.68439 -3.19473 -1.55485 0.030 0.056 -0.004
C -2.42582 3.16401 -0.62510 -1.950 -0.060 -1.834
O -3.34765 3.95689 -0.71793 0.667 0.247 0.503
N -2.60989 1.81432 -0.82798 1.228 -0.463 0.547
N -1.09713 3.42231 -0.59117 0.269 0.072 0.536
H -3.46842 1.31234 -0.96515 -0.289 0.442 0.298
H -1.80274 1.31607 -0.46805 -1.016 -0.653 -0.467
H -0.80929 4.37151 -0.43909 0.086 -0.118 0.170
H -0.51207 2.62212 -0.34712 0.333 1.085 -0.092
```
Forces are in eV/Å.

Calculated values
- calculated total energy (Ha) = -2912.31214
- orbital gap (eV) = 2.8
- energy relative to the best compared isomer or geometry (same formula, charge and spin) (eV) = 0.217

---

[2]
Here is an isolated molecule of C2H3N3O from the Open Molecules 2025 dataset. Energies are from ωB97M-V/def2-TZVPD.

The geometry in XYZ format:
```
9
Properties=species:S:1:pos:R:3:forces:R:3
N -0.83535 -1.19778 -0.44976 -0.135 -0.032 -0.269
C -0.68489 0.12766 0.08069 0.031 0.167 -0.084
C 0.60282 0.83407 -0.03458 -0.119 0.133 0.033
N 1.71929 0.17444 0.04761 1.259 -0.695 0.070
N 2.70209 -0.38759 0.11993 -1.332 0.669 -0.099
O -0.82313 -0.92376 0.99192 0.026 0.031 0.354
H -1.82796 -1.34203 -0.66209 0.154 -0.004 -0.024
H -1.53765 0.80692 0.02531 0.117 -0.118 0.011
H 0.68478 1.90806 -0.11903 -0.001 -0.150 0.009
```
Forces are in eV/Å.

Calculated values
- calculated total energy (Ha) = -317.36773
- orbital gap (eV) = 9.3
- energy relative to the best compared isomer or geometry (same formula, charge and spin) (eV) = 4.479

---

[3]
Here is a structure of composition C31H45N3P2ReS5Sb from the Open Molecules 2025 dataset. Energies are from ωB97M-V/def2-TZVPD.

The geometry in XYZ format:
```
88
Properties=species:S:1:pos:R:3:forces:R:3
Re 0.00748 -1.24474 -0.82243 -0.064 -0.200 0.372
C 4.10896 0.06197 -0.47936 0.053 0.047 0.129
C 3.67368 -1.29917 -0.99534 0.063 -0.051 -0.160
C 3.47740 -1.20253 -2.51609 -0.008 0.066 0.045
P 2.15330 -2.00559 -0.23275 -0.073 0.102 0.078
C 2.44518 -3.83594 -0.29965 0.054 -0.040 0.126
C 2.55796 -4.39277 -1.72338 0.016 0.046 -0.063
C 3.62939 -4.34132 0.53002 0.019 -0.018 -0.053
C 2.07805 -1.69638 1.56006 -0.094 0.066 0.091
C 3.15314 -1.70385 2.43633 -0.015 -0.042 0.035
C 2.98160 -1.49192 3.80441 -0.011 -0.005 -0.041
C 4.14745 -1.51473 4.74612 0.050 -0.002 0.019
C 1.68775 -1.26942 4.27809 -0.024 0.006 -0.002
C 0.59836 -1.23030 3.42719 0.053 -0.024 -0.043
C 0.78599 -1.43575 2.05974 0.064 -0.030 -0.005
N -0.23660 -1.23525 1.10652 0.215 0.078 -0.155
C -1.47156 -0.59310 1.44159 -0.053 -0.076 -0.040
C -2.45285 -1.18104 2.22025 -0.028 0.057 0.017
C -3.67038 -0.52885 2.36221 -0.007 -0.009 -0.008
C -3.91912 0.69278 1.74204 0.013 -0.021 0.009
C -5.24391 1.38238 1.88921 -0.040 0.015 0.009
C -2.91308 1.27190 0.96540 0.059 -0.011 0.018
C -1.69118 0.64109 0.80201 -0.097 -0.012 0.007
P -0.17124 1.15058 -0.08364 0.100 -0.009 -0.115
C 0.64459 1.94187 1.39878 -0.050 -0.009 0.094
C 2.15923 2.04213 1.47446 0.025 0.044 -0.056
C -0.01110 3.28935 1.71551 0.012 0.020 0.010
C -0.39439 2.38381 -1.43531 0.012 0.003 -0.019
C 0.98657 2.96824 -1.76101 0.028 -0.013 0.025
C -1.45545 3.47463 -1.30265 0.000 0.029 0.009
H 4.92481 0.43283 -1.10225 0.013 -0.026 0.030
H 4.46662 0.02798 0.54955 -0.066 0.045 0.001
H 3.29641 0.78331 -0.54348 -0.017 0.013 -0.043
H 4.46099 -2.02637 -0.77025 -0.029 0.003 -0.098
H 2.77707 -0.39474 -2.74757 -0.018 -0.008 0.007
H 3.10664 -2.11101 -2.97914 -0.030 -0.110 -0.016
H 4.42921 -0.95485 -2.98753 -0.009 -0.001 0.017
H 1.54191 -4.23306 0.17059 0.012 -0.029 0.021
H 3.58582 -4.32179 -2.08172 -0.001 0.025 -0.011
H 1.93014 -3.87140 -2.45044 -0.020 -0.010 0.051
H 2.28737 -5.45087 -1.72330 0.023 0.020 -0.015
H 4.58306 -4.04657 0.08844 0.006 0.015 0.039
H 3.60372 -5.43254 0.53774 0.032 0.010 -0.035
H 3.60261 -4.01545 1.56652 -0.052 -0.008 -0.013
H 4.15585 -1.86695 2.05663 -0.022 0.002 0.017
H 5.09427 -1.53097 4.20860 -0.008 0.002 0.014
H 4.10586 -2.40164 5.38179 0.003 0.017 -0.004
H 4.13902 -0.64418 5.40264 -0.002 -0.013 -0.004
H 1.53367 -1.10356 5.33760 0.005 0.001 -0.010
H -0.38448 -1.01144 3.82000 -0.016 -0.004 0.004
H -2.28468 -2.14570 2.68357 0.014 0.019 -0.008
H -4.44808 -0.98704 2.96081 0.010 0.009 -0.008
H -5.86608 0.89574 2.63775 0.007 0.008 -0.004
H -5.78571 1.36871 0.94120 0.014 0.001 0.008
H -5.11327 2.42521 2.18124 -0.002 -0.010 -0.007
H -3.09931 2.23159 0.50284 -0.019 -0.003 -0.010
H 0.33778 1.24859 2.18806 0.014 -0.001 -0.030
H 2.59408 2.63391 0.66943 -0.009 0.001 -0.012
H 2.61771 1.06017 1.48270 0.061 -0.090 -0.019
H 2.41907 2.53159 2.41522 0.002 0.006 -0.018
H 0.30554 4.06662 1.02033 0.015 -0.013 0.005
H 0.30483 3.60044 2.71237 -0.005 -0.009 -0.006
H -1.09982 3.24093 1.71862 -0.006 -0.005 0.001
H -0.67042 1.76295 -2.28984 -0.050 -0.036 -0.024
H 1.32369 3.66592 -0.99517 -0.007 0.006 0.014
H 0.92934 3.51425 -2.70310 0.001 -0.005 0.006
H 1.74642 2.19059 -1.87624 -0.002 0.004 0.009
H -1.33207 4.08524 -0.41132 0.000 -0.004 -0.030
H -2.46348 3.06297 -1.30241 -0.028 -0.024 -0.011
H -1.37400 4.13895 -2.16542 -0.016 -0.015 -0.005
S -2.56409 -3.98848 -1.61224 -0.007 0.010 0.008
Sb -0.92666 -4.51063 -3.27146 0.031 -0.153 -0.111
S -0.54983 -3.63686 -1.02772 -0.071 0.150 0.030
S -0.58289 -0.89775 -3.15490 0.020 0.034 -0.030
S -0.70517 -2.43722 -4.53487 0.006 0.075 0.050
C -6.21154 2.42210 -2.00559 -0.026 0.018 0.001
C -4.93861 2.05734 -2.69263 0.090 0.000 -0.039
C -4.45443 2.76514 -3.79501 -0.035 -0.011 0.034
C -3.25623 2.36666 -4.34888 0.014 -0.032 0.024
N -2.56164 1.32520 -3.86596 0.042 0.060 -0.028
C -3.11723 0.73760 -2.83813 -0.094 -0.066 0.041
S -2.39339 -0.78179 -2.17260 -0.078 0.100 -0.124
N -4.24316 1.01796 -2.20892 0.037 0.058 -0.017
H -6.93690 2.82576 -2.71004 0.006 0.000 0.012
H -6.01653 3.19361 -1.25591 -0.004 -0.015 -0.003
H -6.63038 1.55262 -1.50468 -0.008 0.002 -0.003
H -5.00765 3.59698 -4.20804 0.003 -0.010 0.007
H -2.83096 2.87530 -5.20578 0.003 -0.011 0.014
```
Forces are in eV/Å.

Calculated values
- calculated total energy (Ha) = -4364.30629
- net charge = +2
- orbital gap (alpha / beta) (eV) = 6.1 / 6.2
- energy relative to the best compared isomer or geometry (same formula, charge and spin) (eV) = 0.000

---

[4]
Here is a structure of composition C11H13ClIrO from the Open Molecules 2025 dataset. Energies are from ωB97M-V/def2-TZVPD.

The geometry in XYZ format:
```
27
Properties=species:S:1:pos:R:3:forces:R:3
C 0.48428 1.75629 -1.45416 -0.293 0.787 -1.212
C -0.87693 1.92068 -1.01730 -0.033 0.659 -1.353
C -1.62160 0.80337 -1.52856 0.397 0.494 -1.142
H -1.27631 2.77879 -0.49937 0.039 -0.038 -0.039
C -0.70201 -0.08025 -2.18094 -0.704 0.467 -0.895
C 0.57801 0.52345 -2.16222 -0.028 0.924 -1.044
H 1.46138 0.17230 -2.68067 -0.105 -0.129 0.283
H 1.27871 2.48607 -1.32409 -0.239 -0.405 0.142
H -2.68261 0.66424 -1.43888 -0.067 -0.099 0.086
H -0.97183 -0.98387 -2.71284 0.091 0.009 0.267
Ir -0.10930 0.22722 0.08314 0.550 -2.069 -0.692
Cl 1.27582 1.63556 1.31214 2.358 2.387 2.010
C -0.20979 -1.09227 1.91917 -1.483 -0.042 0.545
C -0.86552 -1.89519 0.94103 -0.207 -0.838 0.520
C -2.02803 -1.22018 0.50003 -0.501 -0.308 0.880
H -0.56979 -2.91456 0.67592 -0.060 0.592 -0.117
C -2.11415 0.03164 1.19222 0.158 -1.065 1.296
C -0.98964 0.10910 2.07997 -1.299 -0.540 1.199
H -0.81399 0.89197 2.82225 -0.015 -0.377 -0.544
H 0.61995 -1.36819 2.53571 0.388 0.021 -0.077
H -2.74522 -1.60089 -0.21120 0.124 0.073 -0.102
H -2.88781 0.76578 1.12425 -0.214 0.229 -0.144
C 3.20033 -0.70628 0.42752 -0.301 0.626 -0.767
O 1.82667 -0.70657 0.04571 2.197 -0.451 1.300
H 3.58294 -1.61129 -0.01346 0.444 -0.583 -0.060
H 3.37776 -0.74049 1.51927 -0.697 -0.153 -0.366
H 3.77867 0.15357 0.04536 -0.501 -0.172 0.025
```
Forces are in eV/Å.

Calculated values
- ⟨S²⟩ = 8.773
- 2S+1 = 6
- calculated total energy (Ha) = -1066.41561
- orbital gap (alpha / beta) (eV) = 6.5 / 6.1
- energy relative to the best compared isomer or geometry (same formula, charge and spin) (eV) = 0.000

---

Q: The lowest calculated total energy belongs to which entry?
A: C31H45N3P2ReS5Sb